This record from the Open Molecules 2025 dataset describes a structure of composition C20H31IrO2. The level of theory is the ωB97M-V functional and the def2-TZVPD basis.

The geometry in XYZ format:
```
54
Properties=species:S:1:pos:R:3:forces:R:3:nbo_charge:R:1
O 0.449026 0.200405 -7.017219 -0.1 0.5 -1.3 -0.550
C 0.372358 1.486196 -7.678557 0.0 1.0 0.2 -0.068
C 0.281510 0.942272 -9.083659 0.0 -0.3 0.4 -0.467
H 1.282733 2.072129 -7.520749 -0.2 0.1 0.3 0.186
H -0.534477 2.037140 -7.408694 0.3 0.0 0.2 0.178
C 0.377996 -0.407875 -8.338174 -0.1 -0.6 -1.1 0.271
H 1.139244 1.193448 -9.710956 -0.3 -0.1 -0.1 0.210
H -0.675298 1.144189 -9.570750 0.3 -0.1 -0.1 0.208
C 1.638265 -1.156313 -8.704723 0.1 -0.3 0.1 -0.623
H 2.523861 -0.517061 -8.598465 -0.2 -0.2 0.1 0.217
H 1.569718 -1.479715 -9.751774 0.0 0.0 0.2 0.211
H 1.745882 -2.045300 -8.075241 0.1 0.1 0.0 0.214
C -0.857472 -1.261065 -8.507530 0.0 -0.3 0.1 -0.623
H -1.763321 -0.694026 -8.257925 0.2 -0.2 0.0 0.213
H -0.779942 -2.146953 -7.866341 -0.2 0.1 -0.1 0.214
H -0.924043 -1.594897 -9.553157 0.0 0.1 0.3 0.213
Ir -0.213678 -0.293599 0.153550 1.6 1.9 -0.1 0.977
C -2.088071 -0.549300 1.208205 -1.9 0.5 -0.1 -0.340
C -1.893946 0.869711 1.313804 -1.4 -0.1 0.0 -0.268
C -1.882779 1.411474 0.003006 -1.8 0.7 -0.1 -0.249
H -1.736973 1.417109 2.237917 0.0 -0.1 -0.2 0.241
C -2.021263 0.346241 -0.944446 -1.5 -0.2 0.3 -0.316
C -2.217763 -0.874945 -0.201521 -1.8 0.5 0.2 -0.320
H -2.432438 -1.844718 -0.634614 0.0 0.1 0.2 0.243
H -2.195865 -1.238039 2.034197 0.0 0.1 -0.1 0.243
H -1.723995 2.452098 -0.259815 -0.1 -0.4 0.1 0.233
H -2.028090 0.442821 -2.023019 -0.2 -0.1 0.4 0.242
C 1.043283 -1.728920 1.370272 0.3 -0.8 0.1 -0.308
C 0.165824 -2.383232 0.449926 1.0 -1.7 -0.3 -0.320
C 0.594513 -2.046617 -0.895507 0.5 -1.4 0.1 -0.348
H -0.657471 -3.044253 0.720868 0.3 0.2 -0.2 0.240
C 1.738390 -1.202183 -0.776340 1.4 -1.0 0.4 -0.255
C 2.002480 -0.997284 0.612643 1.4 -1.1 -0.5 -0.280
H 2.758706 -0.342396 1.042105 -0.2 -0.2 -0.3 0.242
H 1.006430 -1.796385 2.454059 -0.1 0.0 -0.3 0.243
H 0.155790 -2.427319 -1.819220 0.2 0.2 0.4 0.247
H 2.307161 -0.772927 -1.598240 -0.3 0.0 0.2 0.251
O 1.826761 0.963787 -4.234569 -1.9 0.2 0.7 -0.534
C 0.654950 0.090186 -4.129957 0.1 -0.6 0.3 -0.083
C -0.621293 0.965033 -4.297455 0.6 0.3 1.1 -0.431
H 0.628934 -0.438162 -3.133215 0.2 0.7 -0.8 0.165
H 0.716405 -0.673173 -4.920664 0.2 0.4 0.3 0.205
C -0.037192 2.348633 -4.669272 -0.3 -0.7 -1.3 -0.434
H -1.059614 1.118038 -3.293288 0.1 -0.2 -0.6 0.188
H -1.371512 0.501092 -4.949511 0.3 0.4 0.0 0.224
C 1.305448 2.291044 -3.963793 0.2 -0.1 0.2 -0.075
H -0.725937 3.167078 -4.430721 0.4 -0.1 0.3 0.212
H 0.132037 2.376109 -5.756671 0.0 0.2 0.9 0.209
H 1.135418 2.508450 -2.885950 0.4 -0.4 -0.3 0.164
H 2.062470 2.965772 -4.348552 0.0 0.3 0.0 0.192
C 0.793067 1.446802 0.081880 1.6 2.6 -0.5 -1.046
H 1.168957 1.608469 1.109573 0.1 0.1 -0.3 0.230
H 0.222066 2.339566 -0.210745 0.4 -0.2 0.2 0.199
H 1.640850 1.348564 -0.611406 0.1 0.3 0.4 0.214
```
Positions in Å, forces in eV/Å.

Computed properties:
Energy above the lowest of the compared OMol25 structures with the same formula, charge and spin: 18.80 kJ/mol
⟨S²⟩: 6.016
2S+1: 5

=====

This record from the Open Molecules 2025 dataset describes a structure of composition C24H18ClN4OPtSe. The level of theory is the ωB97M-V functional and the def2-TZVPD basis.

The geometry in XYZ format:
```
50
Properties=species:S:1:pos:R:3:forces:R:3:nbo_charge:R:1
Pt -1.200042 -0.809614 -0.785016 0.2 -0.9 0.6 0.928
Cl 4.527658 -0.817214 3.680384 0.1 0.0 0.2 0.025
C 3.384158 -0.937714 2.394684 -0.4 0.0 -0.1 -0.104
C 3.846358 -1.003514 1.073084 -0.3 -0.1 0.2 -0.172
C 2.942458 -1.105014 0.054584 -0.3 -0.3 -0.1 -0.234
C 1.537758 -1.114914 0.264084 0.5 0.1 1.3 0.400
O 0.804458 -1.119914 -0.794816 -1.1 0.7 -0.9 -0.718
C 1.070558 -1.029514 1.627784 0.4 0.2 -1.0 -0.252
C -0.298442 -0.902014 2.019084 -0.8 -0.4 -0.1 0.198
N -1.337342 -1.216314 1.299784 1.6 0.2 -0.7 -0.530
C -2.656942 -1.074714 1.681284 -1.3 0.1 0.9 0.105
C -3.093442 -1.038114 2.998484 0.4 0.0 -0.8 -0.182
C -4.451942 -0.939614 3.302884 -0.6 0.1 -0.1 -0.186
C -5.400642 -0.917214 2.311184 0.2 0.0 0.2 -0.157
C -5.011742 -0.943914 0.956384 0.4 -0.1 -0.1 -0.099
C -5.934542 -0.904014 -0.111616 0.3 0.0 -0.2 -0.082
C -5.473642 -0.907114 -1.404616 -0.3 -0.2 0.4 -0.260
C -4.097242 -0.938714 -1.634916 0.3 -0.1 -0.1 0.112
N -3.210442 -0.982914 -0.657416 0.2 0.7 -0.3 -0.463
C -3.629642 -1.004914 0.635684 -0.4 0.0 0.9 0.213
C 2.033158 -0.950614 2.653284 0.6 0.1 0.1 -0.157
H 4.903058 -0.954014 0.863984 0.1 -0.1 0.0 0.239
H 3.274758 -1.168314 -0.970816 0.0 0.0 -0.1 0.226
H -0.454442 -0.476014 3.010184 -0.1 -0.3 0.1 0.193
H -2.382542 -1.099514 3.807084 0.1 -0.1 0.1 0.226
H -4.753642 -0.887214 4.338684 0.0 -0.1 0.0 0.237
H -6.452442 -0.889014 2.551584 -0.1 0.1 0.0 0.231
H -6.992042 -0.873814 0.104584 -0.1 0.0 0.0 0.237
H -6.152742 -0.897314 -2.241116 0.0 0.0 -0.1 0.247
H -3.706142 -0.933314 -2.643516 0.1 0.1 0.0 0.225
H 1.706958 -0.911814 3.680684 -0.1 0.1 0.2 0.227
C 0.555158 0.878086 -3.431616 -0.3 -0.2 -0.6 -0.428
N 1.154658 1.430286 -2.252316 -0.1 0.2 0.7 -0.365
C 0.513258 1.774386 -1.123016 0.0 0.5 -0.1 0.285
Se -1.317042 1.825086 -0.874216 -0.2 -0.6 -0.3 -0.152
N 1.425758 2.135286 -0.197816 -0.3 -0.2 -0.2 -0.529
C 2.689858 1.985086 -0.719416 0.5 -0.1 -0.7 0.105
C 3.952458 2.170386 -0.180516 -0.1 0.1 -0.1 -0.208
C 5.026658 1.904386 -1.008216 0.0 0.0 0.1 -0.199
C 4.853758 1.463286 -2.320616 0.0 0.0 0.0 -0.197
C 3.597158 1.264986 -2.860016 -0.1 0.0 0.1 -0.234
C 2.511658 1.533486 -2.038816 0.8 0.2 0.6 0.171
H -0.524642 0.824586 -3.293416 0.2 0.1 0.0 0.245
H 0.939858 -0.126614 -3.606816 0.0 0.0 0.1 0.229
H 0.768458 1.498286 -4.300816 0.0 0.1 0.0 0.228
H 1.198958 2.444586 0.734384 -0.1 -0.1 -0.1 0.446
H 4.090158 2.501486 0.835884 0.0 0.1 0.1 0.234
H 6.026058 2.047486 -0.631916 0.1 0.0 0.1 0.232
H 5.727358 1.273486 -2.924016 0.1 0.0 -0.1 0.232
H 3.469158 0.919886 -3.872316 0.0 -0.1 -0.1 0.233
```
Positions in Å, forces in eV/Å.

Computed properties:
E_tot: -4200.4056 Ha
Total charge: +1

=====

This record from the Open Molecules 2025 dataset describes the molecule C3H6O2S. The level of theory is the ωB97M-V functional and the def2-TZVPD basis.

The geometry in XYZ format:
```
12
Properties=species:S:1:pos:R:3:forces:R:3:nbo_charge:R:1
O -2.113801 -1.156433 -0.286137 -0.1 0.5 -0.1 -0.511
C -1.751516 -0.022240 -0.102139 1.2 -1.6 0.6 0.446
C -0.298551 0.354407 0.227265 -1.5 -0.4 0.2 -0.015
O -0.204057 1.600761 -0.389849 -0.3 0.1 -0.4 -0.710
C 0.639112 -0.755597 -0.206817 -1.6 -0.4 -0.8 -0.597
S 2.303736 -0.322899 -0.243413 2.1 0.5 -0.6 0.016
H -2.390886 0.832227 -0.105689 -1.0 0.8 -0.2 0.124
H -0.271922 0.481159 1.324010 0.2 -0.1 0.0 0.171
H 0.696908 1.883759 -0.389804 1.1 0.3 0.0 0.484
H 0.420014 -1.640088 0.385758 0.1 -0.1 0.0 0.244
H 0.451398 -1.035470 -1.260844 -0.3 0.1 0.5 0.242
H 2.519565 -0.219590 1.047660 0.1 0.1 0.8 0.106
```
Positions in Å, forces in eV/Å.

Computed properties:
Energy above the lowest of the compared OMol25 structures with the same formula, charge and spin: 128.50 kJ/mol
Structure (SMILES): O=C[C@H](O)CS

=====

This record from the Open Molecules 2025 dataset describes a cluster of 2 separate species, C6H16NOS in total. The level of theory is the ωB97M-V functional and the def2-TZVPD basis.

The geometry in XYZ format:
```
25
Properties=species:S:1:pos:R:3:forces:R:3:nbo_charge:R:1
C -1.659722 -0.390208 2.154594 -4.0 0.5 0.3 -0.729
C 0.085333 -0.970018 -1.798756 0.4 2.6 1.7 -0.700
C 2.092073 0.260655 0.385055 0.6 1.0 -1.7 -0.419
C 1.254202 2.020808 -1.182682 0.6 0.0 1.0 -0.412
C -0.922263 -1.428589 1.536663 2.9 -1.4 -1.5 -0.266
C -0.280852 0.069293 -0.636320 1.5 -2.4 0.3 0.429
N 0.911262 0.984714 -0.206127 -2.9 -0.1 1.6 -0.424
O -1.470709 0.722391 -0.584870 0.8 2.6 -1.8 -0.725
S -1.699581 -2.864069 0.900627 -0.5 1.7 0.2 0.133
H -2.518777 -0.945122 2.671498 0.9 1.2 0.0 0.247
H -1.062014 0.131625 2.832644 0.8 0.8 1.4 0.229
H -2.176262 0.386652 1.525641 0.5 -0.9 0.1 0.254
H -0.890694 -1.412054 -1.930873 0.1 -0.5 -0.7 0.261
H 0.485426 -0.367802 -2.680947 -0.7 -1.2 0.7 0.214
H 0.854915 -1.692070 -1.413417 -0.9 0.6 -0.5 0.240
H 1.797247 -0.698931 0.615175 -1.1 -2.1 0.6 0.235
H 2.811748 0.095153 -0.471324 -0.3 0.8 1.3 0.238
H 2.437296 0.689935 1.335766 0.2 0.4 -0.8 0.249
H 1.503731 1.577186 -2.119726 1.0 -0.1 -0.4 0.233
H 0.394198 2.603329 -1.348218 -1.2 0.9 -0.2 0.206
H 1.953495 2.629744 -0.607317 0.5 0.2 -1.1 0.238
H 0.053875 -1.604980 2.045745 -0.6 -0.2 -0.9 0.212
H 0.359785 1.539967 0.506982 1.2 -1.0 -0.2 0.439
H -1.497504 1.591463 -1.171148 -0.1 -2.4 1.3 0.478
H -2.833475 -2.084376 0.843835 0.3 -1.1 -0.3 0.139
```
Positions in Å, forces in eV/Å.

Computed properties:
Energy above the lowest of the compared OMol25 structures with the same formula, charge and spin: 365.00 kJ/mol
Total charge: +1